(1)
{
  "formula": "C3H5N",
  "method": "ωB97M-V/def2-TZVPD",
  "fmax_ha_per_bohr": 0.1580,
  "smiles": "C#CCN",
  "e_lumo_ev": 0.86,
  "e_above_lowest_kj_mol": 346.9,
  "charge": 0,
  "homo_lumo_gap_ha": 0.3711,
  "elements": ["C", "C", "C", "N", "H", "H", "H", "H", "H"],
  "xyz": [[1.3781, 0.8995, -1.3198], [0.5729, 0.1405, -0.7318], [-0.2810, -0.6256, 0.0308], [-0.8069, 0.4224, 0.9296], [2.2695, 1.1314, -1.9488], [0.2458, -1.5443, 0.4829], [-1.1084, -1.2765, -0.5304], [-0.3431, 0.7104, 1.7926], [-1.9268, 0.1422, 1.2951]],
  "forces_ev_per_a": [[-1.4, -3.1, 1.0], [5.4, 3.7, -4.8], [-2.2, -3.3, 2.0], [-6.2, -1.3, 1.9], [-1.5, 0.1, 1.0], [-0.2, 1.5, -0.1], [1.3, 2.2, 0.8], [0.5, -0.8, -0.6], [4.4, 1.0, -1.3]]
}



(2)
{
  "formula": "C16H21NO6S",
  "method": "ωB97M-V/def2-TZVPD",
  "fmax_ha_per_bohr": 0.0131,
  "smiles": "COCCOCCOc1ccc(C2=N[C@@](C)(C(=O)O)CS2)c(O)c1",
  "e_lumo_ev": 0.27,
  "e_above_lowest_kj_mol": 147.5,
  "charge": 0,
  "homo_lumo_gap_ha": 0.3282,
  "elements": ["C", "O", "C", "C", "O", "C", "C", "O", "C", "C", "C", "C", "C", "N", "C", "C", "C", "O", "O", "C", "S", "C", "O", "C", "H", "H", "H", "H", "H", "H", "H", "H", "H", "H", "H", "H", "H", "H", "H", "H", "H", "H", "H", "H", "H"],
  "xyz": [[-8.9854, -0.2414, 1.2898], [-8.1543, 0.0964, 0.2082], [-6.7963, 0.1855, 0.5644], [-6.0116, 0.5800, -0.6918], [-4.6612, 0.8878, -0.4466], [-3.8448, -0.2213, -0.1470], [-2.3911, 0.2328, -0.2610], [-1.5727, -0.8794, 0.0353], [-0.2299, -0.7366, -0.0186], [0.5172, -1.8888, 0.2719], [1.8855, -1.8457, 0.2418], [2.5712, -0.6651, -0.0687], [4.0106, -0.6305, -0.0948], [4.6882, 0.4421, -0.2583], [6.1164, 0.2925, -0.2340], [6.7363, 0.9679, -1.4641], [6.6643, 1.0487, 0.9999], [7.7132, 0.7780, 1.5080], [5.8872, 2.0405, 1.4210], [6.4933, -1.2029, -0.1536], [4.9441, -2.1171, 0.0962], [1.8200, 0.4908, -0.3649], [2.3958, 1.6575, -0.6879], [0.4290, 0.4411, -0.3371], [-8.9272, 0.5103, 2.0866], [-10.0001, -0.2800, 0.9000], [-8.7166, -1.2192, 1.7091], [-6.6472, 0.9492, 1.3436], [-6.4441, -0.7815, 0.9577], [-6.4517, 1.4914, -1.1019], [-6.1018, -0.2217, -1.4377], [-4.0269, -0.5937, 0.8701], [-4.0288, -1.0419, -0.8548], [-2.2046, 0.5968, -1.2786], [-2.2124, 1.0516, 0.4461], [-0.0110, -2.7956, 0.5148], [2.4604, -2.7320, 0.4656], [7.8190, 0.8854, -1.4190], [6.4617, 2.0204, -1.4923], [6.3731, 0.4889, -2.3713], [5.0447, 2.0410, 0.9287], [6.9515, -1.5583, -1.0760], [7.1666, -1.3920, 0.6819], [3.3691, 1.5178, -0.7091], [-0.0986, 1.3505, -0.5715]],
  "forces_ev_per_a": [[0.0, 0.0, 0.0], [0.2, 0.1, -0.2], [0.3, 0.1, 0.0], [-0.4, 0.0, 0.1], [0.3, 0.0, 0.1], [0.2, -0.2, 0.1], [-0.4, 0.4, -0.1], [0.1, -0.2, 0.1], [0.4, 0.0, 0.0], [-0.1, -0.1, 0.0], [-0.2, 0.2, -0.1], [-0.3, 0.2, 0.0], [0.4, -0.2, 0.0], [-0.5, 0.3, -0.3], [0.6, 0.0, 0.1], [-0.1, -0.1, 0.1], [-0.2, -0.5, -0.4], [0.1, 0.1, 0.1], [-0.1, 0.5, 0.3], [0.0, -0.2, 0.1], [0.1, 0.1, 0.0], [0.2, -0.3, 0.1], [-0.2, 0.0, -0.1], [-0.3, 0.1, 0.0], [0.0, 0.0, 0.0], [0.0, 0.0, 0.1], [0.0, 0.0, 0.0], [0.0, -0.1, -0.1], [0.0, 0.1, 0.0], [0.0, -0.1, 0.0], [0.0, 0.1, 0.0], [0.0, 0.0, -0.1], [0.0, 0.0, 0.1], [0.0, 0.0, 0.1], [0.0, -0.1, -0.1], [-0.1, -0.1, 0.0], [0.0, -0.1, 0.0], [0.1, 0.0, 0.0], [0.0, 0.1, 0.0], [0.0, -0.1, 0.0], [0.2, -0.2, 0.0], [0.0, 0.1, 0.0], [0.0, 0.0, -0.1], [0.0, -0.1, 0.1], [-0.1, 0.1, 0.0]]
}



(3)
{
  "formula": "C13H19AsF6N5O2STc",
  "method": "ωB97M-V/def2-TZVPD",
  "fmax_ha_per_bohr": 0.0090,
  "e_lumo_ev": -7.18,
  "charge": 2,
  "homo_lumo_gap_ha": 0.2590,
  "elements": ["Tc", "C", "C", "N", "C", "S", "N", "N", "C", "C", "C", "C", "C", "C", "C", "N", "H", "H", "H", "H", "H", "H", "H", "H", "H", "H", "H", "H", "H", "N", "C", "C", "C", "O", "O", "H", "H", "H", "H", "H", "H", "F", "As", "F", "F", "F", "F", "F"],
  "xyz": [[-0.5550, -1.0514, -0.1281], [1.3961, 1.1500, 4.5524], [-0.1103, 1.0331, 4.7241], [-0.6734, -0.0847, 3.9458], [-0.8054, -0.0555, 2.6344], [-1.3467, -1.5758, 1.8395], [-0.5308, 1.0235, 1.9433], [-0.7534, 0.8530, 0.6097], [-0.9208, 1.9397, -0.0773], [-0.6656, 3.2867, 0.5277], [-1.5333, 1.8724, -1.4152], [-1.9885, 3.0573, -2.0045], [-2.7106, 3.0672, -3.1778], [-3.0149, 1.8632, -3.8031], [-2.5615, 0.7099, -3.2281], [-1.8416, 0.7296, -2.0864], [1.7791, 1.9403, 5.1963], [1.6560, 1.3909, 3.5229], [1.8905, 0.2189, 4.8296], [-0.6206, 1.9431, 4.4092], [-0.3714, 0.8451, 5.7631], [-0.9654, -0.9174, 4.4325], [0.0293, 3.1761, 1.3532], [-1.5826, 3.7290, 0.9240], [-0.2345, 3.9677, -0.2033], [-1.7857, 3.9879, -1.5017], [-3.0472, 4.0064, -3.5949], [-3.5925, 1.8140, -4.7143], [-2.7362, -0.2788, -3.6240], [-0.1750, -3.1548, -0.8391], [0.1643, -3.4466, -2.2393], [1.5923, -2.9682, -2.6263], [1.7341, -1.5478, -2.8242], [1.8852, -0.4616, -3.0077], [-1.4343, -0.5412, -1.7273], [0.5733, -3.5257, -0.2525], [-1.0027, -3.6974, -0.6033], [-0.5760, -3.0067, -2.9052], [0.1859, -4.5225, -2.4174], [1.8787, -3.4152, -3.5858], [2.3522, -3.2293, -1.8765], [1.4331, -0.8817, -0.3527], [3.1610, -1.4658, 0.5676], [3.6406, -1.5603, -1.0956], [2.4956, -3.0649, 0.3288], [4.5908, -2.0030, 1.2422], [2.2163, -1.3418, 1.9794], [3.4815, 0.1935, 0.5859]],
  "forces_ev_per_a": [[0.3, 0.0, 0.1], [0.0, 0.0, 0.0], [0.0, 0.0, 0.0], [0.0, 0.1, 0.0], [0.0, 0.1, 0.0], [0.1, -0.1, 0.0], [0.0, 0.0, 0.0], [0.1, 0.0, 0.0], [0.0, 0.0, 0.0], [0.0, 0.0, 0.0], [0.0, 0.0, 0.0], [0.0, 0.0, 0.0], [0.0, 0.0, 0.0], [0.0, 0.0, 0.0], [0.0, 0.0, 0.0], [0.0, 0.0, 0.0], [0.0, 0.0, 0.0], [0.0, 0.0, 0.0], [0.0, 0.0, 0.0], [0.0, 0.0, 0.0], [0.0, 0.0, 0.0], [0.1, 0.0, 0.0], [0.0, 0.0, 0.0], [0.0, 0.0, 0.0], [0.0, 0.0, 0.0], [0.0, 0.0, 0.0], [0.0, 0.0, 0.0], [0.0, 0.0, 0.0], [0.0, 0.0, 0.0], [-0.1, 0.0, 0.0], [0.2, 0.0, -0.1], [-0.3, -0.1, 0.0], [0.3, 0.0, 0.3], [-0.2, 0.0, -0.3], [-0.2, 0.1, -0.1], [0.0, 0.0, 0.1], [0.0, 0.0, 0.0], [0.0, 0.0, 0.0], [0.0, 0.0, 0.0], [0.0, 0.0, 0.0], [-0.1, 0.0, -0.1], [-0.1, 0.0, 0.1], [-0.1, -0.1, 0.1], [0.2, 0.1, 0.0], [0.0, 0.1, 0.0], [0.0, 0.0, 0.0], [0.0, 0.0, 0.0], [0.0, 0.0, -0.1]]
}



(4)
{
  "formula": "C28H44BrN3NiP2",
  "method": "ωB97M-V/def2-TZVPD",
  "fmax_ha_per_bohr": 0.0879,
  "multiplicity": 3,
  "e_lumo_ev": [-7.30, -9.05],
  "e_above_lowest_kj_mol": 45.6,
  "charge": 2,
  "homo_lumo_gap_ha": [0.1788, 0.1161],
  "elements": ["N", "C", "C", "C", "C", "C", "C", "Ni", "P", "C", "C", "C", "C", "C", "C", "C", "Br", "H", "H", "H", "H", "H", "H", "H", "H", "H", "H", "P", "C", "C", "H", "H", "H", "H", "H", "C", "C", "H", "H", "H", "H", "H", "C", "C", "H", "H", "H", "H", "H", "C", "C", "H", "H", "H", "H", "H", "C", "C", "H", "H", "H", "H", "H", "C", "C", "H", "H", "H", "H", "H", "N", "C", "C", "N", "C", "H", "H", "H", "H"],
  "xyz": [[10.7679, -2.3153, 2.6118], [9.9811, -2.0684, 3.6582], [8.6705, -1.6079, 3.5001], [8.1484, -1.4889, 2.1958], [8.9959, -1.7707, 1.1037], [10.3189, -2.1522, 1.3691], [6.7612, -1.1386, 1.9777], [0.2961, 0.3012, -0.0905], [-4.1791, -4.1600, -2.2599], [6.0348, -1.6214, 0.9429], [4.6313, -1.3283, 0.7941], [3.8341, -2.0089, -0.1480], [2.4929, -1.6468, -0.3290], [2.0079, -0.5370, 0.3670], [2.7164, 0.0530, 1.4030], [4.0388, -0.3351, 1.6040], [-1.5979, -0.9554, -0.4308], [6.3122, -0.5181, 2.7587], [6.4824, -2.3159, 0.2147], [8.0501, -1.3846, 4.3700], [8.6301, -1.6902, 0.0808], [10.3814, -2.2339, 4.6603], [11.0023, -2.3413, 0.5395], [4.2895, -2.8155, -0.7324], [4.6301, 0.1621, 2.3720], [1.8483, -2.2169, -0.9880], [2.2848, 0.8161, 2.0396], [0.7000, 0.6868, -2.1600], [-3.4927, -4.4587, -0.5658], [-3.8248, -5.8856, -0.1332], [-3.9388, -3.7170, 0.1097], [-2.4087, -4.2776, -0.5884], [-3.7463, -5.9779, 0.9513], [-4.8433, -6.1620, -0.4280], [-3.1320, -6.6041, -0.5812], [-2.6359, -4.3587, -3.2648], [-3.0049, -4.6896, -4.7065], [-2.0439, -5.1618, -2.8049], [-2.0578, -3.4276, -3.1941], [-2.1597, -5.1628, -5.2088], [-3.8551, -5.3789, -4.7461], [-3.2666, -3.7885, -5.2690], [-4.2835, -2.3244, -2.2897], [-5.6848, -1.8044, -1.9915], [-3.9113, -1.9726, -3.2638], [-3.5702, -1.9610, -1.5305], [-5.7329, -0.7458, -2.2600], [-6.4514, -2.3460, -2.5530], [-5.9107, -1.8808, -0.9216], [-0.4643, 1.9644, -2.8087], [0.1513, 3.1870, -3.4719], [-1.1207, 2.2445, -1.9756], [-1.1101, 1.4370, -3.5215], [0.7164, 3.8028, -2.7654], [0.8300, 2.9161, -4.2834], [-0.6424, 3.8085, -3.8990], [0.4683, -0.7007, -3.3302], [1.7289, -1.2502, -3.9849], [-0.2384, -0.3496, -4.0977], [-0.0636, -1.4684, -2.7501], [2.0921, -0.5833, -4.7748], [2.5441, -1.4070, -3.2704], [1.5064, -2.2172, -4.4507], [2.3710, 1.3918, -2.3359], [2.6516, 2.4510, -1.2645], [2.4789, 1.8123, -3.3477], [3.0868, 0.5645, -2.2445], [3.6718, 2.3213, -0.8764], [2.5779, 3.4705, -1.6585], [1.9705, 2.3904, -0.3989], [-0.3258, 2.7767, 3.1674], [-0.8214, 3.6160, 2.1674], [-0.7116, 2.9291, 0.9922], [-0.1615, 1.6730, 1.2642], [0.0492, 1.6107, 2.5967], [-0.2713, 2.9799, 4.1638], [-1.1445, 4.6228, 2.3548], [-0.9867, 3.1953, -0.0131], [0.4208, 0.7689, 3.1638]],
  "forces_ev_per_a": [[0.6, -0.1, 0.1], [-0.6, 0.3, -0.5], [0.0, -0.1, -0.5], [1.3, -0.4, -0.1], [0.3, -0.1, 0.7], [-1.0, 0.2, 0.2], [-0.6, -0.4, -0.5], [-0.5, -0.6, 1.0], [3.7, 2.3, 1.1], [1.0, -0.1, 0.7], [-1.0, 0.6, 0.0], [-0.1, 0.2, 0.4], [0.3, 0.5, 0.0], [-0.3, -0.2, -0.6], [0.4, 0.2, -0.2], [-0.3, -0.4, -0.3], [-0.4, -0.3, -0.1], [0.1, -0.3, -0.3], [-0.2, 0.4, 0.5], [0.2, -0.1, -0.2], [0.2, 0.1, 0.2], [0.1, 0.0, -0.4], [0.0, 0.0, 0.3], [-0.3, 0.2, 0.2], [-0.4, -0.1, -0.2], [0.1, 0.2, -0.2], [0.2, 0.1, -0.3], [1.2, 0.1, -1.3], [-1.2, -0.5, 0.3], [0.1, -0.3, 0.3], [0.0, -0.2, -0.2], [-0.3, 0.1, -0.4], [0.0, -0.1, -0.1], [0.2, 0.0, 0.2], [-0.1, 0.1, 0.0], [-0.6, -1.1, -0.3], [0.2, -0.1, -0.5], [-0.2, 0.1, -0.1], [-0.3, -0.1, 0.3], [-0.1, 0.1, -0.1], [0.2, 0.0, -0.1], [0.0, -0.1, 0.1], [-1.1, 0.1, -0.6], [-0.1, 0.4, 0.2], [-0.3, -0.3, 0.1], [-0.1, -0.6, -0.2], [-0.1, -0.1, 0.1], [0.1, 0.2, 0.1], [0.0, -0.1, -0.2], [-0.6, -0.1, 0.6], [0.2, 0.3, 0.0], [0.0, 0.1, -0.2], [0.1, 0.0, 0.2], [-0.2, -0.1, -0.1], [-0.1, 0.0, 0.0], [0.1, -0.1, 0.1], [-0.2, -0.3, 0.1], [0.3, -0.2, -0.2], [0.2, -0.1, 0.2], [0.2, 0.1, -0.2], [0.0, -0.1, 0.2], [-0.2, 0.0, -0.1], [0.1, 0.2, 0.1], [0.1, -0.2, -0.3], [0.3, 0.3, 0.4], [0.0, -0.2, 0.3], [-0.2, 0.1, 0.0], [-0.3, 0.1, -0.1], [0.0, -0.3, 0.0], [0.2, 0.0, -0.3], [-0.2, -0.1, -0.7], [0.4, -0.5, 0.0], [0.4, -0.7, 1.1], [0.4, 0.5, 1.9], [-0.7, 1.1, -1.1], [-0.1, 0.0, -0.5], [-0.1, 0.0, 0.1], [0.0, 0.2, 0.1], [0.0, 0.1, -0.2]]
}



(5)
{
  "formula": "C19H20F3N2",
  "method": "ωB97M-V/def2-TZVPD",
  "fmax_ha_per_bohr": 0.0411,
  "e_lumo_ev": -5.65,
  "e_above_lowest_kj_mol": 214.4,
  "charge": 1,
  "homo_lumo_gap_ha": 0.2205,
  "elements": ["C", "C", "N", "C", "C", "N", "C", "C", "H", "H", "H", "H", "H", "H", "H", "H", "H", "H", "H", "H", "F", "C", "C", "C", "F", "C", "C", "C", "C", "C", "C", "C", "C", "F", "C", "C", "H", "H", "H", "H", "H", "H", "H", "H"],
  "xyz": [[1.6079, -2.0594, -0.0072], [3.1144, -2.0631, 0.0022], [3.6286, -0.6639, 0.0075], [3.1315, 0.0524, -1.2015], [1.6253, 0.0623, -1.2178], [1.0688, -0.6449, -0.0110], [1.6056, 0.0602, 1.2065], [3.1132, 0.0491, 1.2118], [1.2255, -2.5563, -0.9066], [1.2138, -2.5584, 0.8864], [3.5005, -2.5599, 0.8996], [3.5114, -2.5614, -0.8898], [3.5141, 1.0763, -1.1401], [3.5307, -0.4464, -2.0907], [1.2364, 1.0876, -1.1764], [1.2232, -0.4367, -2.1074], [1.2199, 1.0868, 1.1610], [1.1883, -0.4393, 2.0896], [3.5040, -0.4557, 2.1004], [3.4998, 1.0714, 1.1562], [-2.8492, 3.0813, 3.1965], [-2.4930, 1.7814, 2.8982], [-2.4464, 0.8592, 3.9438], [-2.0978, -0.4547, 3.5964], [-2.1038, -1.4164, 4.5793], [-1.7388, -0.8216, 2.3122], [-1.7536, 0.1536, 1.2639], [-1.2974, -0.3081, 0.0017], [-1.6043, 0.2470, -1.2753], [-1.5876, -0.6787, -2.3649], [-1.8152, -0.2578, -3.6641], [-2.0880, 1.0939, -3.9435], [-2.1257, 1.9814, -2.8770], [-2.3999, 3.3094, -3.1388], [-1.8650, 1.6156, -1.5583], [-2.2039, 1.4673, 1.5763], [-2.6632, 1.1428, 4.9714], [-1.4524, -1.8492, 2.0747], [-1.0862, -1.3803, -0.0156], [-1.4098, -1.7336, -2.1349], [-1.7957, -0.9914, -4.4693], [-2.2448, 1.4477, -4.9641], [-1.8226, 2.3850, -0.7929], [-2.3186, 2.2259, 0.8116]],
  "forces_ev_per_a": [[-1.9, 0.5, 0.0], [1.4, 1.1, 0.0], [-0.4, 0.0, 0.0], [1.3, -0.5, 0.9], [-1.7, -0.2, 0.4], [1.2, 0.5, 0.1], [-1.6, -0.2, -0.5], [1.3, -0.5, -0.9], [-0.1, 0.0, 0.2], [-0.1, 0.1, -0.2], [0.0, 0.0, -0.3], [0.0, 0.1, 0.3], [0.1, -0.2, -0.2], [0.1, 0.2, 0.2], [0.0, -0.2, -0.2], [0.0, 0.1, 0.1], [-0.1, -0.2, 0.1], [0.0, 0.1, -0.2], [0.1, 0.2, -0.1], [0.1, -0.2, 0.2], [0.4, -1.7, -0.4], [-0.3, 1.0, 0.2], [0.2, -0.5, -0.5], [-0.1, -0.4, 0.9], [0.1, 1.2, -1.1], [0.1, 0.5, -0.5], [0.0, 0.3, 2.1], [-0.3, -1.3, -0.5], [0.4, 0.3, -1.5], [0.0, 0.4, 0.5], [-0.2, 0.2, -0.1], [0.2, -0.5, 0.2], [-0.1, 1.2, 0.2], [0.4, -1.6, 0.4], [0.1, -0.4, -0.4], [0.3, -0.4, 0.1], [0.0, -0.1, -0.3], [-0.1, 0.3, 0.3], [-0.4, 0.4, -0.1], [0.0, 0.4, -0.2], [0.0, 0.3, 0.1], [0.0, -0.1, 0.4], [0.0, -0.2, -0.5], [0.0, -0.1, 0.5]]
}



(6)
{
  "formula": "C4H4N2O",
  "method": "ωB97M-V/def2-TZVPD",
  "fmax_ha_per_bohr": 0.0694,
  "e_lumo_ev": [0.34, 0.34],
  "e_above_lowest_kj_mol": 621.0,
  "charge": 0,
  "homo_lumo_gap_ha": [0.2942, 0.2942],
  "elements": ["C", "C", "C", "C", "N", "N", "O", "H", "H", "H", "H"],
  "xyz": [[-0.8611, -0.2302, 0.8604], [-0.0035, 0.4381, -0.1109], [1.5623, 0.7579, 0.0590], [1.1952, -0.3730, -0.6955], [-1.9380, 0.0056, 0.0782], [-1.2923, 0.7450, -0.9033], [2.3361, 1.4852, 0.5847], [-0.7857, -0.8146, 1.7977], [1.1725, -1.2875, -0.2003], [1.5270, -0.5450, -1.7884], [-2.9127, -0.1815, 0.3185]],
  "forces_ev_per_a": [[-1.4, -1.1, 0.5], [-0.9, 0.3, -1.1], [-1.1, 1.2, 0.8], [0.5, -0.6, -2.5], [3.2, 0.6, 1.6], [0.3, -0.2, 0.3], [-0.3, -0.3, -0.5], [-0.1, 0.5, -0.8], [0.6, -1.7, 0.8], [-1.0, 0.9, 1.7], [0.2, 0.4, -0.8]]
}